No. 1
11
Properties=species:S:1:pos:R:3:forces:R:3 method="wB97M-V/def2-TZVPD" charge=+1 homo_energy_ev="-13.61 / -14.04"
C 0.1768 1.6371 0.1638 -2.231 -1.971 -0.322
H 1.1781 -2.9006 -0.2920 0.107 0.430 -0.879
O 2.1714 0.4298 -0.1046 0.281 -0.995 0.183
C -0.9591 0.8194 0.0900 -0.123 -1.327 0.230
H -0.0728 2.6110 -0.0469 0.167 2.655 0.135
N 0.9321 -2.0134 0.1723 -0.420 0.020 1.295
H -1.8351 1.4503 0.1859 -0.561 -0.881 -0.336
N 1.3181 1.2243 -0.1571 3.004 0.988 -0.807
H -1.8655 -1.2098 0.2329 -0.116 0.948 -0.431
C -0.9875 -0.6013 -0.0702 -2.570 2.051 2.101
N -0.0565 -1.4467 -0.1743 2.460 -1.920 -1.168

No. 2
13
Properties=species:S:1:pos:R:3:forces:R:3 method="wB97M-V/def2-TZVPD" charge=+1 homo_energy_ev=-15.11
H 2.7021 0.3122 -0.0587 -0.417 -1.070 -0.377
C -1.2547 1.6537 -0.5294 -0.174 -0.335 -1.231
O 0.9232 -2.7920 -2.5272 0.099 -0.673 -1.030
C 0.1231 -1.4143 -0.7148 1.396 2.063 0.232
N 0.7330 -0.4456 -0.0694 -0.274 -0.454 -0.933
O -1.4727 1.3584 -1.6248 -0.354 0.493 -0.071
C 1.0622 -1.9788 -1.7060 -0.805 0.087 1.717
H -0.9042 -1.3054 -0.7899 -1.941 -0.776 0.189
O 2.2649 -1.3948 -1.3614 1.101 2.537 1.380
N 1.9787 -0.3130 -0.4575 0.956 -1.393 -1.168
H 0.2517 0.3912 0.4239 -0.009 -0.611 -0.010
H -0.7482 2.2948 1.4298 -0.668 -0.869 -1.839
N -0.8687 1.6428 0.6074 1.088 1.000 3.142

No. 3
11
Properties=species:S:1:pos:R:3:forces:R:3 method="wB97M-V/def2-TZVPD" charge=+1 homo_energy_ev=-13.89
H 2.0002 -1.1313 -1.7582 0.991 -0.124 -0.933
C 2.0537 0.3073 0.1093 0.937 0.874 -1.277
N 0.2862 -0.6484 -0.8771 -0.790 -1.299 -2.035
C 1.5292 -0.4926 -1.0686 0.502 -0.027 2.428
C -2.5757 0.0501 0.5387 1.719 0.985 -0.148
S 3.5785 0.7681 0.4449 -1.806 -0.495 -0.068
H -1.8211 -0.7567 0.3542 -1.953 0.139 0.032
H -2.7991 0.3730 1.5933 0.240 -0.495 -1.091
N 0.8004 0.7150 0.7747 1.639 -0.362 0.438
N -0.0727 0.0953 0.1783 -2.065 2.004 1.666
H -2.9795 0.7202 -0.2896 0.585 -1.200 0.988

No. 4
11
Properties=species:S:1:pos:R:3:forces:R:3 method="wB97M-V/def2-TZVPD" smiles=Nc1cncnn1 homo_energy_ev="-8.80 / -8.80"
C 1.2210 0.4575 1.6238 -0.198 -0.230 -0.633
N 1.9281 0.7149 0.4669 -0.947 -0.303 -0.224
H -1.9937 -0.6408 -1.5862 1.313 0.336 0.278
H -0.8709 -0.1659 -2.7518 0.497 0.136 0.203
C -0.1370 -0.0630 -0.7354 0.798 0.337 0.823
H 1.7075 0.6278 2.5891 0.079 0.107 -0.639
N 1.4431 0.5337 -0.6938 -3.524 -1.299 -0.183
N -1.0027 -0.4163 -1.7855 0.867 0.478 0.113
C -0.6666 -0.2969 0.5189 0.636 0.102 0.525
N 0.0125 -0.0268 1.6472 -0.003 0.007 0.235
H -1.6580 -0.7507 0.7082 0.482 0.329 -0.498

No. 5
11
Properties=species:S:1:pos:R:3:forces:R:3 method="wB97M-V/def2-TZVPD" homo_energy_ev=-8.09
H 0.5125 1.1551 0.8268 -0.077 -0.173 -0.130
H -2.4370 1.0041 0.5852 0.193 -0.078 -0.042
C 0.4060 0.2560 0.1828 -0.121 -0.169 -0.122
N -0.7222 -0.2110 -0.2000 0.044 -0.070 -0.037
C 1.5626 -0.5187 -0.3088 0.288 0.353 0.264
N 2.7087 -0.0234 0.1123 -0.062 -0.083 -0.065
H 3.5624 -0.4849 -0.1689 -0.085 0.132 0.086
C -1.9928 0.1851 0.0274 0.212 0.100 0.076
N -2.8395 -0.6330 -0.5811 -0.970 -1.086 -0.808
N -3.4677 -1.3898 -1.1371 0.682 1.147 0.832
H 2.8313 0.7985 0.7085 -0.102 -0.072 -0.055

No. 6
12
Properties=species:S:1:pos:R:3:forces:R:3 method="wB97M-V/def2-TZVPD" homo_energy_ev=-9.34
C 0.2556 1.4028 -0.1739 4.333 -5.301 0.880
H -3.1474 -0.8351 -0.2318 1.314 1.623 0.180
N 1.5276 1.6066 -0.2209 0.464 -3.094 0.991
O 1.5409 -1.8993 -0.1587 2.024 -0.983 2.550
N 2.1955 0.2781 -0.0075 -3.237 0.760 0.366
H -0.3725 2.1558 -0.1679 -3.618 3.139 -0.178
N -1.0861 -0.7754 -0.4011 -4.305 3.710 2.937
N -0.0413 -0.0061 0.1541 1.779 -0.387 -1.460
C 1.1883 -0.6463 0.1538 3.807 4.768 -2.489
C -2.2227 -0.1897 0.0098 0.263 -1.174 0.640
H 2.5733 -1.9976 0.1805 -3.815 0.619 -1.446
H -2.4112 0.9062 0.8637 0.991 -3.678 -2.972

No. 7
12
Properties=species:S:1:pos:R:3:forces:R:3 method="wB97M-V/def2-TZVPD" homo_energy_ev=-8.96
C 0.4738 1.1502 -1.6631 4.191 -0.416 -6.633
H -0.5220 -1.1825 1.8022 -1.859 1.069 -1.074
H 1.8254 -1.5866 -0.5826 -2.749 -1.353 3.220
C -0.5489 0.4398 0.0369 -0.215 2.067 2.159
N 1.3125 0.1206 -1.4377 -4.519 3.240 1.299
C 0.5867 -0.4054 -0.2927 0.060 -1.002 -0.954
N 0.8655 -1.5558 0.1662 3.706 0.005 -2.414
N -1.3844 -0.4790 1.7667 2.134 -6.382 6.871
N -1.2085 0.5854 1.1668 1.486 4.517 -7.234
H 0.5196 1.6286 -2.8574 -0.187 -0.829 4.068
H -1.4471 -0.2447 2.7731 -0.965 -0.395 -0.512
O -0.4727 1.5294 -0.8784 -1.082 -0.520 1.203

No. 8
12
Properties=species:S:1:pos:R:3:forces:R:3 method="wB97M-V/def2-TZVPD" smiles=C1CN1c1nnno1 homo_energy_ev=-10.43
O -1.1867 -0.8278 0.0686 0.238 -1.624 -0.424
H 2.0194 0.4656 -1.4126 -0.840 -2.649 1.791
N -2.8590 0.3791 0.0199 -2.618 2.658 -1.236
H 2.3130 0.5251 1.0650 -2.213 -1.192 -0.214
C 1.3883 -0.2616 -0.6893 -0.171 1.675 -4.847
C -0.8226 0.4421 0.0355 0.354 -1.979 -0.613
N -2.6046 -0.7992 -0.0523 1.273 -0.740 1.217
C 1.3652 -0.0736 0.6904 3.130 0.852 5.628
H 0.8866 -0.7431 1.4845 1.054 0.499 -1.568
N 0.4677 0.7162 -0.0586 1.513 2.414 -0.041
H 0.8154 -1.0695 -1.0990 0.447 -0.520 -0.527
N -1.7828 1.2467 -0.0522 -2.166 0.606 0.835

No. 9
12
Properties=species:S:1:pos:R:3:forces:R:3 method="wB97M-V/def2-TZVPD" smiles=c1nncocn[nH]1 homo_energy_ev=-8.87
H -1.3558 1.8289 1.8183 0.075 -0.001 -0.077
H 0.5608 1.0723 -1.5919 1.168 1.977 -0.933
N -0.1342 0.7219 -1.0186 -1.027 -0.911 0.651
C 0.8240 -0.4992 1.0524 0.984 -1.992 -1.197
N 0.4731 -1.5961 -1.0999 -0.418 1.324 2.336
H -1.0994 -0.8824 -2.0980 0.283 0.175 -0.666
C -0.2658 -0.6357 -1.4466 -2.387 0.765 -0.027
N -0.8436 1.6400 -0.1511 0.356 0.094 -1.708
C -0.8431 1.2654 1.0483 -0.489 0.627 -1.392
N 1.1672 -1.2382 0.0675 1.523 -0.538 0.943
H 1.4337 -0.6414 1.9340 0.454 0.432 -0.046
O -0.3084 0.1433 1.4285 -0.521 -1.952 2.116

No. 10
12
Properties=species:S:1:pos:R:3:forces:R:3 method="wB97M-V/def2-TZVPD" homo_energy_ev=-9.03
N 1.7355 0.6960 -0.0270 1.995 -0.271 0.796
N -0.6282 1.1882 -0.0653 -5.928 0.978 2.356
H -2.9831 0.6486 0.8230 1.841 -3.814 -3.240
H -1.3801 2.0050 0.2799 3.212 -2.673 -1.416
N -2.4856 -0.3529 0.1219 -0.778 3.346 3.612
C 0.7719 -1.3174 0.0115 10.557 -1.264 4.205
O -0.3637 -1.1004 -0.3817 -7.567 2.839 -2.675
H 1.1301 2.5177 -0.2147 -2.242 -2.187 -0.194
N 1.9603 -0.6677 0.3380 -7.179 -0.461 -2.553
H 0.8057 -2.3566 0.1120 1.132 -1.902 0.339
C 0.6904 1.3963 -0.1186 4.289 3.658 0.002
C -1.2517 -0.0882 0.0205 0.666 1.752 -1.231

No. 11
12
Properties=species:S:1:pos:R:3:forces:R:3 method="wB97M-V/def2-TZVPD" homo_energy_ev=-9.66
H 1.5112 1.8740 -0.3911 -0.501 -3.440 0.285
C -0.9857 0.8213 0.1418 4.277 -6.170 0.543
C -1.9738 -0.1398 -0.1357 -2.497 1.813 -2.033
N -1.4940 -1.2917 -0.1904 1.534 -2.230 -0.257
C 1.4821 0.6595 -0.2022 1.328 0.596 1.282
H 0.0847 -1.9119 0.9327 -0.150 2.021 -2.842
O -1.0164 1.9375 0.0805 -0.618 9.125 -0.113
N 0.3058 0.0714 0.3205 -3.034 1.872 -0.273
N 2.5723 -0.0007 -0.1632 -0.269 -3.174 0.674
H 2.4420 -1.1806 0.2503 0.105 4.699 -1.716
H -2.9037 0.3995 -0.6569 1.357 -2.286 1.681
N -0.0246 -1.2385 0.0138 -1.532 -2.826 2.768

No. 12
12
Properties=species:S:1:pos:R:3:forces:R:3 method="wB97M-V/def2-TZVPD" homo_energy_ev=-8.74
H -0.3807 -0.1210 -2.7569 -0.307 0.435 1.623
N 0.0312 0.0944 2.3955 0.329 0.016 1.905
N -0.9220 0.9367 0.4620 -2.013 2.434 -1.510
C -1.0929 0.9263 -0.8336 0.653 -2.587 1.195
N 0.6930 -0.6209 -1.0724 -3.999 0.542 -0.874
H -0.5681 0.8046 2.8787 0.606 -0.954 -0.908
H 2.1113 -1.7015 -0.1931 -0.217 0.730 1.988
C -0.0993 0.1358 1.1641 -0.112 -0.145 -2.147
N 0.6111 -0.6760 0.2060 3.836 -1.055 2.308
C -0.3908 -0.0377 -1.6264 2.420 0.282 -1.897
H -1.8265 1.5311 -1.3139 -0.366 0.755 0.013
O 1.8337 -1.2719 0.6901 -0.831 -0.453 -1.695

No. 13
12
Properties=species:S:1:pos:R:3:forces:R:3 method="wB97M-V/def2-TZVPD" homo_energy_ev=-9.78
N 0.1220 0.9920 0.5149 -0.361 -3.835 0.601
C -1.2082 -0.2483 -1.0589 1.875 -5.502 -0.656
C 0.6717 0.4069 1.6827 -1.118 2.522 -1.892
H -2.0642 0.0876 -1.6335 0.157 -0.393 -0.292
C -0.6347 -1.5822 -1.2054 -0.232 3.174 1.821
H -0.1331 0.0189 2.2504 0.407 -0.747 1.555
N 2.1355 1.4908 0.5414 -1.440 -0.949 -1.211
O -1.0327 0.7720 -0.1708 -1.198 0.488 1.262
N 1.9100 0.8666 1.7249 -1.217 -0.669 -0.113
H -1.1635 -2.2095 -2.0682 1.693 1.262 2.248
N 1.0266 1.4069 -0.2249 4.987 3.288 -0.065
H 0.3705 -2.0017 -0.3528 -3.553 1.362 -3.258

No. 14
12
Properties=species:S:1:pos:R:3:forces:R:3 method="wB97M-V/def2-TZVPD" homo_energy_ev=-8.46
O 1.1086 0.3725 0.8014 -0.633 0.715 3.935
H -2.6676 0.6820 1.0569 2.162 -1.444 -1.452
N -0.8957 0.6703 2.1045 3.013 -0.050 -0.243
H -0.0975 -1.4130 -2.2775 -1.120 -0.120 -0.345
N 0.6395 -0.7532 -2.4301 0.103 -1.184 -0.193
N -0.9658 -0.0413 -0.1791 -0.738 -1.508 -1.466
H 1.1602 1.4457 2.4690 -1.257 -1.102 0.558
N 1.1669 -0.4645 -1.1865 -0.175 -0.468 0.907
C -1.5584 0.2955 0.8615 -1.336 2.383 3.436
C 0.4086 0.7703 1.9808 -0.882 0.311 -2.997
C 0.4046 -0.2737 -0.1563 1.036 1.419 -3.350
H 1.2966 -1.2906 -3.0446 -0.173 1.049 1.210

No. 15
13
Properties=species:S:1:pos:R:3:forces:R:3 method="wB97M-V/def2-TZVPD" homo_energy_ev="-8.59 / -8.59"
C 1.7529 0.3747 -0.2088 -0.015 -0.512 -0.277
O -3.0152 0.7245 0.0296 -0.156 0.474 -0.063
N -2.2711 -0.2113 0.0467 0.220 -0.512 0.344
H 2.8186 0.5026 -0.2472 0.099 -0.037 0.023
N -0.3226 1.6022 0.1500 -2.257 -1.791 -0.339
C 1.1923 -0.8585 -0.1867 -0.144 0.540 -0.139
H 1.7729 -1.7684 -0.1589 0.002 -0.061 0.084
N -1.0077 -0.0331 -0.4541 1.981 3.869 -0.534
H -0.5845 -1.8310 0.2991 0.185 0.106 -0.191
H 1.4284 2.4024 0.4500 -0.112 0.184 0.033
N -0.1461 -1.0538 -0.1991 -0.213 -1.331 0.900
C 0.9232 1.5040 0.0987 0.709 -0.372 -0.133
O -2.5410 -1.3542 0.3806 -0.302 -0.557 0.294

No. 16
13
Properties=species:S:1:pos:R:3:forces:R:3 method="wB97M-V/def2-TZVPD" homo_energy_ev="-9.11 / -9.10"
O -2.2326 1.2196 0.1512 0.874 0.083 -0.245
C 2.4095 0.1144 -0.0229 -0.542 -2.571 -0.709
N 1.8918 1.3226 -0.0268 -1.464 1.587 0.764
N 0.2631 -0.1546 -0.0318 -1.911 1.851 0.660
N -0.9981 -0.7142 0.1315 0.309 -0.736 -0.808
C 0.5845 1.1743 0.0533 1.942 0.310 -0.593
C 1.4369 -0.8728 -0.0943 -0.011 -0.554 0.571
N -2.0249 0.0290 0.0760 0.484 0.027 0.446
O -3.1839 -0.6988 0.0427 -0.641 0.083 0.167
H 3.4453 0.0441 0.0055 1.596 -0.693 -0.125
H 0.0323 2.0641 0.1368 -1.508 0.146 0.007
H 1.3517 -1.9733 -0.0828 0.474 0.963 -0.058
H -2.9757 -1.5544 -0.3384 0.398 -0.495 -0.078

No. 17
9
Properties=species:S:1:pos:R:3:forces:R:3 method="wB97M-V/def2-TZVPD" charge=-1 homo_energy_ev="-2.39 / -0.99"
H 0.1746 0.2141 1.3590 0.755 -0.091 -0.377
H 3.9476 0.5907 -0.8082 -1.909 -0.377 0.926
C 0.6935 -0.4499 0.6388 -0.875 1.738 1.151
H -2.5778 -0.1454 -1.0129 -0.352 0.332 0.425
C 2.9695 0.3185 -0.3249 1.963 0.374 -1.342
H 0.0193 -1.2106 0.3910 -0.289 -1.386 -0.915
C 1.8512 -0.0456 0.0180 0.169 -0.232 0.492
N -3.1384 0.6322 -0.5585 -1.645 -1.615 1.962
O -3.9395 0.0959 0.2977 2.184 1.257 -2.321

No. 18
9
Properties=species:S:1:pos:R:3:forces:R:3 method="wB97M-V/def2-TZVPD" charge=+1 homo_energy_ev="-14.88 / -14.77"
N 0.6740 -0.3960 -0.0038 2.698 0.178 1.505
O -1.1972 0.8675 -0.0431 0.183 -4.319 1.097
C -1.5315 -0.4800 0.0278 -2.742 3.805 -0.378
H 0.4933 1.6013 0.7851 1.077 1.257 3.107
H -0.4034 -2.2675 -0.1653 1.111 -0.499 0.538
H 1.6233 -0.7372 0.2613 -0.345 0.817 -0.853
C 0.2178 0.9883 0.0296 -1.397 0.236 -4.753
C -0.2883 -1.2117 0.0099 -1.237 0.007 -1.097
H 0.4121 1.6352 -0.9015 0.652 -1.482 0.834

No. 19
9
Properties=species:S:1:pos:R:3:forces:R:3 method="wB97M-V/def2-TZVPD" charge=+1 homo_energy_ev=-15.33
H -1.6224 0.7993 -0.9346 0.858 -1.017 0.675
C 0.3908 -1.5345 -0.0316 -3.279 0.270 -0.234
H -1.5157 0.7368 0.8901 0.833 -0.593 -0.864
C 0.9807 1.0174 -0.0927 -2.921 -3.136 0.745
C -1.0427 0.3658 -0.0672 0.054 3.543 0.006
H 0.9135 1.9410 0.3512 0.760 2.761 0.143
O 1.6863 0.0936 -0.1038 0.522 0.758 -0.336
N -0.6185 -0.8852 -0.0648 3.186 -3.164 -0.011
H 0.8279 -2.5342 0.0533 -0.014 0.577 -0.124

No. 20
9
Properties=species:S:1:pos:R:3:forces:R:3 method="wB97M-V/def2-TZVPD" spin_multiplicity=3 charge=+1 homo_energy_ev="-12.21 / -16.67"
C -0.0862 -0.9001 0.5377 2.984 -0.947 1.144
H 0.9934 -0.3802 0.3777 -0.587 0.153 1.343
H -0.0316 -1.9559 0.6611 0.088 -1.064 -1.058
C -1.7828 0.7109 -0.3253 -0.408 1.455 -2.046
N -1.0479 -0.1566 0.2009 -2.509 2.176 -0.691
C 2.4978 0.2602 0.0223 0.997 -0.505 -0.314
O 3.5762 0.0503 -0.2045 -0.766 0.378 0.198
H -2.2563 1.5922 0.2310 1.237 -0.771 -0.452
H -1.8627 0.7791 -1.5009 -1.036 -0.875 1.876